[1]
Here is a 2-piece molecular cluster, C9H14 overall from the OMol25 dataset. Energies are from the ωB97M-V functional and the def2-TZVPD basis.

Summary:
- multiplicity = 1
- highest occupied orbital energy (eV) = -8.942
- SMILES = Cc1ccccc1.CC
- maximum force (Eh/bohr) = 0.05865
- DFT total energy (hartree) = -351.291402
- total charge = 0

Geometry (Å):
C1 -1.4017 2.5962 1.4011
C2 1.4196 0.4301 -0.0546
C3 -0.7731 0.1773 1.6725
C4 -0.6185 1.4144 1.0018
C5 -0.0448 -0.9737 1.4468
C6 -0.0522 -1.1733 -2.7050
C7 0.5698 1.5172 0.2822
C8 0.1302 -2.6608 -2.4060
C9 1.0083 -0.8000 0.5153
H1 2.4225 0.5752 -0.6159
H2 -1.3854 2.8347 2.4658
H3 -2.5287 2.5225 1.2584
H4 0.9438 2.4718 -0.0636
H5 0.9368 -0.7368 -3.0214
H6 -1.0006 3.4573 0.8081
H7 -0.4005 -0.6522 -1.7854
H8 1.7116 -1.6384 0.3442
H9 -0.6804 -1.0341 -3.5896
H10 -0.3550 -1.9304 1.8578
H11 -1.6781 0.0203 2.3356
H12 0.6161 -3.0639 -3.2633
H13 0.7915 -2.8200 -1.5387
H14 -0.8190 -3.1713 -2.1172

Mulliken atomic charge list, values in e, 5 entries:
1. C -1.37
2. C -0.81
3. C -0.07
4. C 0.62
5. C -0.82


[2]
Here is a 2-piece molecular cluster, C9H14 overall from the OMol25 dataset. Energies are from the ωB97M-V functional and the def2-TZVPD basis.

Summary:
- multiplicity = 1
- highest occupied orbital energy (eV) = -9.030
- SMILES = Cc1ccccc1.CC
- maximum force (Eh/bohr) = 0.03225
- DFT total energy (hartree) = -351.301967
- total charge = 0

Geometry (Å):
C1 1.1026 2.5535 1.8400
C2 -2.6211 -2.0100 -1.0866
C3 1.8665 -1.0682 -0.5058
C4 1.3180 1.2160 1.1532
C5 0.5144 0.8789 0.0599
C6 2.4040 0.3862 1.4047
C7 0.7368 -0.2689 -0.7280
C8 -3.0178 -0.5368 -1.2864
C9 2.6951 -0.6864 0.5639
H1 1.4406 3.3856 1.2191
H2 0.1021 2.8179 2.1988
H3 0.1078 -0.4142 -1.5751
H4 -3.2062 -2.5096 -0.3185
H5 1.6892 2.6616 2.7457
H6 -2.2646 -0.1501 -1.9879
H7 -4.0287 -0.5026 -1.6872
H8 3.0459 0.5570 2.2513
H9 3.6821 -1.0775 0.4490
H10 2.0018 -1.9664 -1.1226
H11 -1.5035 -2.1864 -0.9030
H12 -0.3685 1.3979 -0.2797
H13 -2.8819 0.0500 -0.3787
H14 -2.8149 -2.5276 -2.0259

Mulliken atomic charge list, values in e, 5 entries:
1. C -1.40
2. C -0.78
3. C -0.65
4. C 0.75
5. C -0.43


[3]
Here is a 2-piece molecular cluster, C9H14 overall from the OMol25 dataset. Energies are from the ωB97M-V functional and the def2-TZVPD basis.

Summary:
- multiplicity = 1
- highest occupied orbital energy (eV) = -8.974
- SMILES = Cc1ccccc1.CC
- maximum force (Eh/bohr) = 0.07121
- DFT total energy (hartree) = -351.279994
- total charge = 0

Geometry (Å):
C1 0.3550 -2.8050 0.2215
C2 -0.0916 3.4790 1.2081
C3 -1.7293 -0.3419 -1.9298
C4 -0.7881 -0.8969 -0.9190
C5 -0.1341 -0.1449 0.0015
C6 0.8917 -0.5338 0.8926
C7 -0.5223 -2.2842 -0.7949
C8 1.0727 -1.8631 1.0321
C9 1.1410 3.3805 0.3193
H1 1.9835 2.8139 0.7429
H2 0.5280 -3.8665 0.3540
H3 -1.1044 -2.9008 -1.4948
H4 -0.5136 0.8855 -0.0035
H5 1.7044 -2.3254 1.7876
H6 -1.4245 0.6648 -2.2705
H7 -1.8495 -0.8507 -2.9347
H8 0.9535 2.8865 -0.5968
H9 1.4163 4.3725 -0.1421
H10 -2.6694 -0.3449 -1.4538
H11 1.3359 0.2556 1.4489
H12 -0.0417 2.8946 2.0411
H13 -0.3932 4.4347 1.6360
H14 -1.0948 3.1428 0.6964

Mulliken atomic charge list, values in e, 5 entries:
1. C -0.68
2. C -0.93
3. C -1.44
4. C 0.29
5. C 0.35


[4]
Here is a 2-piece molecular cluster, C9H14 overall from the OMol25 dataset. Energies are from the ωB97M-V functional and the def2-TZVPD basis.

Summary:
- multiplicity = 1
- highest occupied orbital energy (eV) = -8.987
- SMILES = Cc1ccccc1.CC
- maximum force (Eh/bohr) = 0.03304
- DFT total energy (hartree) = -351.308064
- total charge = 0

Geometry (Å):
C1 -1.8917 2.9454 -0.0165
C2 0.7419 0.5189 -0.5828
C3 0.1697 -1.6513 0.2716
C4 -0.2176 -0.4102 -0.2077
C5 -3.1361 2.1372 -0.4938
C6 1.9166 -3.2972 1.0748
C7 2.4691 -1.1093 -0.0396
C8 1.5165 -1.9762 0.4825
C9 2.0781 0.1435 -0.4981
H1 2.8330 0.8548 -0.8113
H2 -4.0346 2.7526 -0.5558
H3 -2.1050 3.9976 -0.2072
H4 2.8390 -3.5934 0.5695
H5 -0.5670 -2.4395 0.3773
H6 1.1873 -4.0943 1.0623
H7 -1.0429 2.6645 -0.6322
H8 -3.2012 1.1828 0.0099
H9 -1.2829 -0.3112 -0.3784
H10 -2.9491 1.9548 -1.5544
H11 -1.6285 2.7891 1.0210
H12 3.5182 -1.3531 0.1255
H13 2.2239 -3.1355 2.1141
H14 0.5635 1.4301 -1.1309

Mulliken atomic charge list, values in e, 5 entries:
1. C -0.56
2. C -0.46
3. C -0.51
4. C -0.08
5. C -0.88


In the order shown, the computed energy above the lowest of the compared OMol25 structures with the same formula, charge and spin values come out to 24.3 17.7 31.5 13.9 kcal/mol.
In the order shown, the computed Kohn-Sham gap values come out to 0.3661 0.3704 0.3659 0.3692 hartree.